Record 1
A single C4H8N2 molecule in a non-equilibrium geometry, computed with ωB97M-V/def2-TZVPD.

Each line ends with the natural charge from an NBO analysis.
CARTESIAN COORDINATES (ANGSTROEM)
C1 -1.773 -0.640 0.198  -0.411
N1 -1.210 0.527 -0.272  -0.628
C2 0.146 0.769 0.222  -0.196
C3 1.227 -0.162 -0.547  -0.538
C4 2.602 0.003 -0.211  0.276
N2 3.606 -0.145 0.386  -0.310
H1 -1.413 -1.526 -0.397  0.182
H2 -1.496 -0.891 1.264  0.163
H3 -2.877 -0.653 0.211  0.211
H4 -1.826 1.349 -0.077  0.374
H5 0.475 0.723 1.366  0.180
H6 0.470 1.780 -0.064  0.206
H7 1.084 0.054 -1.628  0.245
H8 0.986 -1.188 -0.450  0.246

Output
- HOMO energy (eV) = -9.47
- E_LUMO (eV) = 0.82
- max |F| (Eh/bohr) = 0.0907
- SMILES = CNCCC#N

Record 2
A single C4H8N2 molecule in a non-equilibrium geometry, computed with ωB97M-V/def2-TZVPD.

Each line ends with the natural charge from an NBO analysis.
CARTESIAN COORDINATES (ANGSTROEM)
H1 1.745 1.684 -0.396  0.331
N1 0.852 2.223 -0.078  -0.679
C1 -0.169 1.436 -0.004  0.283
N2 -0.428 0.053 -0.160  -0.463
C2 -1.796 -0.361 0.141  -0.394
C3 0.572 -0.934 -0.287  0.000
C4 1.798 -0.909 0.209  -0.443
H2 -1.062 1.989 0.143  0.155
H3 -2.469 0.479 0.204  0.216
H4 -2.120 -0.956 -0.782  0.192
H5 -1.870 -1.023 0.993  0.199
H6 0.283 -1.779 -0.870  0.189
H7 2.473 -1.641 -0.105  0.202
H8 2.190 -0.259 0.993  0.210

Output
- HOMO energy (eV) = -8.53
- E_LUMO (eV) = 0.94
- max |F| (Eh/bohr) = 0.0613
- SMILES = [H]/N=C\N(C)C=C

Quick rundown of orbital gap, same order as above: 10.29 9.47 eV
Quick rundown of electronic energy, same order as above: -7256.471 -7256.257 eV
Quick rundown of energy above the lowest of the compared OMol25 structures with the same formula, charge and spin, same order as above: 135.5 156.1 kJ/mol